No. 1
80
Properties=species:S:1:pos:R:3 method="wB97M-V/def2-TZVPD" relative_energy_kj_mol=0.0 e_tot_ha=-2089.23156 orbital_gap_ev="6.1 / 6.1" charge=+2 spin_multiplicity=1
H -2.6694 1.3355 2.4544
H -1.8064 -2.0838 2.5069
O -1.5402 0.6100 -1.2159
C 3.5801 0.8856 2.5494
C 2.8262 3.6983 -2.1262
C -2.2771 3.4560 -0.1872
H -4.9888 1.3400 1.5787
C -0.5703 2.6973 1.4837
C 3.5860 0.5414 -4.5722
C 0.3263 1.9567 -3.8602
N 0.1811 2.9725 -4.6854
H 0.8756 -3.6222 -1.8213
C -4.5271 2.6888 -0.0095
H 0.1153 5.0532 -0.5943
C 3.7387 -0.5529 -3.8134
C -4.2101 1.9068 1.0984
F -5.7752 2.6949 -0.4509
N 1.1640 -0.3564 -1.1475
H 1.5529 -1.4057 3.9643
H -4.8695 -0.7709 -4.3883
H -4.3700 -1.6122 0.4577
C -3.5671 3.4648 -0.6574
N -0.8556 -0.2323 1.0121
C 2.2912 2.3934 -5.5968
C 1.6015 3.7227 -1.4153
C -3.6574 -0.4637 -2.6572
C 0.9504 2.5836 -0.9609
H 4.6098 -1.1783 -3.9503
C 1.9048 -0.6366 3.2976
H 3.0575 2.5448 -6.3383
H 4.3575 0.7999 -5.2856
C -4.7647 -0.9386 -3.3282
N -2.0435 -0.6810 0.5950
H 3.2475 7.0029 -2.7159
H 2.6402 0.8892 -1.8257
H 3.0100 2.0244 0.8174
C 2.2998 -2.3181 -2.7777
C 3.1633 -0.0886 3.4492
H -0.1883 -2.7142 2.8634
H -0.9006 -1.5020 3.9184
C -5.6050 -1.8866 -1.2782
H 4.5528 1.3420 2.6339
C 2.3987 1.3869 -4.6296
C 1.0788 -0.1911 2.2627
H 1.1288 7.0954 -1.4416
H 2.7268 -3.0810 -3.4086
C -0.8187 -1.8238 2.8821
H 4.3338 4.8277 -3.1204
C 1.6081 6.1486 -1.6325
C 2.1735 -0.0708 -1.9706
N 1.3962 1.1948 -3.7652
C 2.7964 6.0947 -2.3489
H -0.4988 2.2980 2.4917
C 1.1589 3.1940 -5.5507
H -6.6043 -2.0147 -3.1698
C 1.0242 4.9940 -1.1670
H -2.8828 0.0784 -3.1800
C 1.2600 -2.6188 -1.9032
H 1.0179 4.0317 -6.2215
C 2.7522 -1.0096 -2.8383
C -5.7398 -1.6463 -2.6398
C -0.2476 -0.7388 2.0430
H 3.3104 2.7539 -2.3272
C 2.7206 1.2703 1.5362
C 3.4017 4.8654 -2.5780
C -2.9178 1.8949 1.5635
C -4.4949 -1.4272 -0.5979
Tc 0.0612 1.1718 -0.1094
H -0.1661 -1.8537 -0.5389
C -1.9061 2.6679 0.9362
H -0.0449 3.6423 1.3944
C -3.5173 -0.7020 -1.2863
N 1.4951 0.7628 1.3908
H -0.4872 1.7382 -3.1815
C 0.6919 -1.6146 -1.1505
C -2.3237 -0.2110 -0.6135
H -6.3638 -2.4467 -0.7547
H -3.8532 4.0750 -1.5002
H 3.8078 -0.4088 4.2520
H -1.5362 4.0653 -0.6824

=====

No. 2
86
Properties=species:S:1:pos:R:3 method="wB97M-V/def2-TZVPD" relative_energy_kj_mol=100.3 e_tot_ha=-2765.81060 orbital_gap_ev=3.9 charge=-2 spin_multiplicity=1
C 3.2271 3.4077 1.8860
C 1.7918 -1.9432 0.6518
H -1.0452 -5.9626 -0.3746
C 2.9979 3.7319 -0.4931
C 4.0895 4.6246 -0.4356
C 2.7189 -1.0669 -3.8243
C -5.2840 1.1540 3.2666
H -1.4762 -3.6163 0.5960
H 2.7617 1.9672 -6.2109
C -0.2766 -2.5774 -2.3508
C 3.1882 -0.2949 -6.0943
H -1.5185 -3.8808 -3.4843
N -2.9603 -3.0857 2.9667
C 1.7826 0.4364 -2.0601
C -1.1507 -4.9909 -1.0730
H -0.3147 2.8758 3.3873
H -3.2673 0.6179 1.5661
C -2.9426 -2.1624 3.9247
H 2.8373 2.7565 2.7217
O -0.3165 -5.0431 -2.2417
C -1.1369 2.7373 -1.8739
C -0.6940 2.7217 -0.5706
H 0.7459 -2.2956 -2.1506
C 2.2068 -0.4395 -0.9978
H -3.8194 -3.7853 1.2891
N -1.5655 -0.3650 -0.1462
O 0.6767 -1.7604 4.0860
H 5.5715 5.6247 0.5866
C -2.9768 1.3391 2.3742
N -1.7568 1.7995 2.4500
C 2.2156 0.2253 -3.3875
C -5.7653 -0.0869 3.2282
H -4.2455 2.9479 5.0404
O -0.7368 0.0070 5.0213
C 3.5987 -0.6325 -7.3844
C -0.5229 -3.9578 -3.0976
C 2.7522 0.9713 -5.6895
N -3.8809 -1.2336 4.1714
H 0.2641 -3.8439 0.1111
H -1.9949 3.6406 5.1678
C -3.9036 1.6427 3.2984
H 4.9830 4.3472 2.8731
C -0.7685 -3.7561 -0.2158
O 0.9920 0.5262 3.3055
S -0.0308 -0.5186 3.8937
C -1.3537 2.5674 3.4189
H 3.7835 -3.0023 0.2732
C -0.3152 1.8200 -2.5631
O -0.9490 -0.7207 2.7061
H -2.1223 -2.1369 4.6565
C -1.2829 -1.4494 -0.4801
H 0.2079 -4.0988 -3.9097
H -6.8586 -0.2761 3.1819
H 1.8850 2.3123 -4.2301
H -2.0461 3.1804 -2.1719
H 4.4416 5.0472 -1.3193
C 4.7436 4.9203 0.7127
H 2.7566 -1.9317 -3.1379
C -4.8801 -1.2153 3.1984
H 1.5386 -2.5187 1.5864
Hf 0.1388 0.6262 1.3362
C 0.7553 1.4758 -1.7485
H 4.2417 -1.0465 -1.4566
C 4.3834 4.2805 1.9660
C 3.3062 -1.2313 -0.8398
C -2.2701 3.0536 4.3287
C -3.5674 2.5726 4.2787
H 3.7003 -2.2513 -5.1855
H 2.7020 3.4115 -1.4606
N 0.5192 2.0057 -0.4799
C 2.4633 3.1459 0.6578
N 3.9446 -0.8054 -8.4693
H -0.7768 -1.8125 -2.8868
C 1.3718 2.2091 0.7303
C -3.9646 -2.9987 2.0798
H -2.2071 -4.8959 -1.4136
H -5.6444 -1.9080 1.2360
C -4.9905 -2.1125 2.1275
H -1.1009 3.2080 0.3158
H -5.9477 1.9315 3.2719
C 3.0501 -2.1911 0.1736
C 3.1888 -1.2776 -5.0693
N 1.2949 -0.7991 0.0574
H -0.3563 1.4603 -3.6324
C 2.1614 1.2238 -4.4868
N -0.9948 -2.5756 -1.0597

=====

No. 3
87
Properties=species:S:1:pos:R:3 method="wB97M-V/def2-TZVPD" relative_energy_kj_mol=96.2 e_tot_ha=-4705.42545 orbital_gap_ev=3.0 charge=-2 spin_multiplicity=1
N 1.7935 -1.4312 0.1250
H -4.4144 -7.3514 0.5173
H 6.3549 -7.6821 7.1038
S -2.4002 3.4589 -0.5690
H 0.0049 -2.2762 -4.9877
C -2.0324 3.7173 2.1904
S -1.0812 2.2893 2.4753
H -1.4538 -1.3023 -5.2241
C -2.4945 -4.0781 -0.3110
H 1.8487 3.6502 -3.8046
S -3.9480 7.3122 3.6258
H 3.6071 -4.4169 5.2959
C -0.8967 -1.8958 -4.4916
C 4.5181 -5.2406 3.5669
N 4.4306 -4.9859 2.2919
C 5.3803 -6.2846 4.1557
H -2.8059 -4.5859 -2.3570
C 3.5319 -3.9451 2.1857
H 3.7788 1.6140 2.6745
H -4.0443 -6.6888 -1.8397
C -1.7412 -2.7837 -0.5781
H 0.4902 -0.0151 -5.5768
C -2.5376 4.1630 1.0085
N -0.8470 -1.3973 -2.0798
C 3.0429 -2.8408 -1.3497
H 2.6090 2.9343 2.9790
C 3.0874 -3.2565 1.0009
C 0.2113 -0.5627 3.7254
N 0.3189 1.0142 -2.3856
N 0.7319 -0.9015 2.5600
N 3.7163 -4.4134 4.2990
C -0.5539 -1.0697 -3.2844
H 1.6876 2.6476 0.7055
C -2.9797 -4.8925 -1.3335
C 0.6217 0.6275 -4.7157
C 0.9053 2.1992 -2.5250
C 6.2881 -7.5040 6.0376
H 3.3311 -3.0692 -2.3675
C 1.6677 -1.8536 2.5002
C -3.2961 5.9765 2.8259
O 3.0000 1.1193 0.1431
C -2.7099 -4.4568 1.0113
S -2.3891 4.7439 3.5725
C 5.4658 -6.5158 5.5258
C 3.0763 -3.5740 3.4193
H 4.8893 -5.9183 6.2234
H 7.5540 -8.6694 3.1201
H 2.0182 1.2984 2.7333
C 2.7869 2.0106 2.4227
O -1.4339 -2.0666 0.3963
C 2.2005 -1.7506 -1.0876
H -1.5015 -2.7392 -4.1716
C 0.1555 0.2316 -3.4643
H 1.6099 2.1817 -5.8183
K -0.9970 0.1531 0.1031
C -3.3938 -5.6302 1.3112
C 2.6858 2.2690 0.9338
H 9.1867 -10.6974 5.5258
C 2.1116 -2.5326 3.6385
C 7.0469 -8.2867 5.1785
C 1.3893 2.6723 -3.7400
H -3.5568 -5.9135 2.3455
C -3.8760 -6.4379 0.2862
S -3.4362 5.6734 1.1554
H 8.0123 -10.6017 4.2005
C 6.9749 -8.0724 3.8107
C 0.6112 -1.1778 4.9240
C 3.5015 -3.5862 -0.2959
H 3.4102 3.0269 0.6331
C 1.5617 -2.1690 4.8760
C 6.1433 -7.0744 3.3151
H 9.3192 -9.4033 4.3199
C 2.1961 -2.1895 1.1625
H 0.9674 2.8087 -1.6292
H -0.5408 0.2304 3.7208
C -3.6668 -6.0638 -1.0369
H 6.0776 -6.8954 2.2480
H 2.3374 0.4340 0.2657
H -2.3295 -3.8027 1.7873
H 1.8470 -1.1120 -1.8925
H 0.1613 -0.8712 5.8598
H 4.1785 -4.4219 -0.4364
C 1.2479 1.8595 -4.8485
O 7.8225 -9.2319 5.7587
C 8.6235 -10.0195 4.8931
N -1.5076 -2.5703 -1.8845
H 1.8857 -2.6686 5.7861

=====

No. 4
79
Properties=species:S:1:pos:R:3 method="wB97M-V/def2-TZVPD" relative_energy_kj_mol=154.7 e_tot_ha=-4779.37974 orbital_gap_ev=6.6 charge=+2 spin_multiplicity=1
H -1.9118 -1.0481 8.3675
C -0.8096 5.0856 3.6791
H -2.3684 3.4932 -3.4083
C -0.2750 -5.0491 1.1753
C 4.8241 5.1981 1.7531
C -3.3492 -1.7998 -1.8306
C -3.1685 1.6709 6.7641
C -2.5707 1.5042 5.5297
H -0.8334 -1.3643 6.1634
N -0.5657 0.2024 3.0234
H -3.4811 4.0721 0.7056
C 0.6007 3.8911 1.5943
C 1.2053 -3.2053 0.9105
C -2.7721 0.4458 -2.5052
C -2.8231 3.6440 -1.2948
C 0.9049 3.4720 -1.3229
C -1.0849 0.2690 4.0508
H -0.5019 2.7471 -2.7732
C -0.1360 5.0514 1.3682
H -0.0135 3.5220 4.9202
C -2.3354 0.7443 -1.2141
H 0.6246 -6.9347 1.8047
C 5.4223 5.7161 0.6123
C -0.0644 3.9406 3.9203
H 0.1821 1.4823 -1.7986
H 2.9231 -6.0587 1.9489
Ba 0.7806 0.2023 0.8574
H -0.1649 5.5013 0.3803
H 3.4479 4.3137 -1.7352
N 1.5486 -1.9498 0.6189
C -3.2668 -0.8156 -2.8120
C -3.8539 4.9698 -3.0289
C -1.7273 0.4085 5.3290
H -3.3908 0.8919 8.7484
C -3.5865 4.3259 -0.3448
H -2.7413 1.2026 -3.2811
H 1.7156 3.3426 -2.0347
H -5.0650 5.8419 0.0167
C -1.4848 -0.5179 6.3417
C -2.4240 -0.2557 -0.2392
N 3.4984 -3.4650 1.4070
C 3.8003 4.5613 -0.7425
C -0.1163 -3.7435 0.8513
C 3.1629 4.0759 0.3981
H -0.9512 -3.1301 0.5435
C -2.9237 0.7549 7.7809
H 5.2248 5.4322 2.7321
C -2.9265 -1.5215 -0.5406
H -3.8293 2.5120 6.9348
C -0.8382 5.6427 2.4025
C -2.0890 -0.3374 7.5707
C 4.9187 5.3816 -0.6335
C -0.2177 2.4996 -1.7546
H -1.2665 -5.4862 1.1309
C -2.9587 3.9829 -2.6414
C 0.8275 -5.8963 1.5715
P 1.6147 3.0818 0.3231
H -3.7722 -2.7689 -2.0687
Se 3.3169 -1.7956 0.8884
H 0.6181 4.5227 -1.3658
C -4.6145 5.6383 -2.0737
H 3.2500 4.0068 2.5516
H -1.3623 5.5521 4.4871
C 2.3186 -4.0496 1.3347
H -3.6057 -1.0289 -3.8194
H -1.4000 6.5513 2.2199
P -1.7026 2.3743 -0.6414
H -3.0321 -2.2683 0.2404
H 6.2769 6.3767 0.6964
H -2.7486 2.2049 4.7235
H -5.3094 6.4112 -2.3802
H -3.9580 5.2189 -4.0789
C 0.6354 3.3460 2.8737
H 1.2346 2.4648 3.0793
C 3.7059 4.3861 1.6461
C -4.4786 5.3186 -0.7304
H -2.1802 -0.0111 0.7871
C 2.0896 -5.4314 1.6562
H 5.3897 5.7630 -1.5311